Entry 1:
Density functional theory data (ωB97M-V with the def2-TZVPD basis set) for 2 unconnected molecules or ions with the total composition CH2N4O2.

Positions of all 9 atoms, in Å:
C (1.7376, -0.7423, -0.0243)
N (-2.5776, 0.0326, -0.7321)
N (1.3447, 0.5627, -0.2402)
N (-1.7534, 0.3443, 0.1058)
N (-0.7021, 0.5154, 0.5309)
O (2.6979, -0.0538, -0.5843)
O (1.4113, -1.7691, 0.4838)
H (-3.5787, 0.1924, -0.6552)
H (1.4896, 1.3867, 0.3048)

HOMO-LUMO gap ... 10.6 eV
Total charge ... 0
Lowest unoccupied orbital energy ... 0.3 eV
2S+1 ... 1

Mulliken atomic charge list, values in e, 6 entries: 0.814, -0.697, -0.269, 0.730, -0.309, -0.351

=====

Entry 2:
Density functional theory data (ωB97M-V with the def2-TZVPD basis set) for 2 unconnected molecules or ions with the total composition CH2N4O2.

Positions of all 9 atoms, in Å:
C (0.4798, -0.0614, -0.0864)
H (1.3346, -2.0851, -0.8496)
H (-1.4959, 0.0590, -1.4972)
N (1.3897, 0.1650, 0.9466)
N (0.6330, 0.9420, 1.7847)
N (-0.5942, 1.1374, 1.3403)
N (-0.6123, 0.5686, 0.0197)
O (0.7317, -0.7656, -1.2012)
O (-1.8664, 0.0401, -0.4567)

HOMO-LUMO gap ... 8.2 eV
Total charge ... 0
Lowest unoccupied orbital energy ... -2.0 eV
2S+1 ... 1

Mulliken atomic charge list, values in e, 6 entries: 0.586, 0.439, 0.410, -0.346, -0.136, -0.315

=====

Entry 3:
Density functional theory data (ωB97M-V with the def2-TZVPD basis set) for CH2N4O2 in the gas phase.

Positions of all 9 atoms, in Å:
O (1.9297, 1.3533, -0.0923)
N (0.8869, 0.8306, -0.1350)
N (-0.6643, 1.5737, -0.0122)
C (-1.3402, 0.5007, 0.0274)
N (-0.7740, -0.6829, 0.0332)
N (0.5185, -0.4060, -0.0898)
O (1.3399, -1.4984, -0.0026)
H (-2.4609, 0.4399, 0.1373)
H (0.5644, -2.1110, 0.1339)

SMILES ... [O-][n+]1ncnn1O
HOMO-LUMO gap ... 9.7 eV
Total charge ... 0
Lowest unoccupied orbital energy ... 0.3 eV
2S+1 ... 1

Mulliken atomic charge list, values in e, 6 entries: -0.625, 0.510, -0.383, 0.058, -0.954, 0.939

=====

Entry 4:
Density functional theory data (ωB97M-V with the def2-TZVPD basis set) for 2 unconnected molecules or ions with the total composition CH2N4O6.

Positions of all 13 atoms, in Å:
O (-2.7352, -0.6329, -1.1308)
N (-2.4492, 0.1642, -0.3097)
O (-1.1431, 0.7974, -0.5821)
N (-0.7476, 1.8505, 0.3795)
O (0.3882, 2.0654, 0.1995)
O (-1.4696, 2.3055, 1.1677)
N (1.7987, -0.5415, -0.7151)
C (1.3402, -1.2302, 0.2988)
O (1.9397, -2.1278, 0.8559)
N (0.0227, -0.7523, 0.6975)
O (-0.9975, -1.4539, 0.7556)
H (1.2657, 0.3017, -0.9137)
H (2.7870, -0.7462, -0.7030)

SMILES ... O=NO[N+](=O)[O-].NC(=O)N=O
HOMO-LUMO gap (spin up / spin down) ... 8.2 / 8.2 eV
Total charge ... 0
Lowest unoccupied orbital energy (spin up / spin down) ... -1.6 / -1.6 eV
2S+1 ... 1

Mulliken atomic charge list, values in e, 6 entries: -0.254, 0.311, -0.221, 1.158, -0.524, -0.510

=====

Entry 5:
Density functional theory data (ωB97M-V with the def2-TZVPD basis set) for a gas-phase ion, CH2N5O2S (charge -1).

Positions of all 11 atoms, in Å:
C (0.6968, 0.3229, 0.1139)
N (2.7177, -0.6201, 0.2334)
N (1.9173, 0.4972, 0.1174)
N (0.7597, -1.6958, 0.1732)
N (1.9830, -1.6581, 0.2276)
N (-1.8594, -0.1683, -0.2823)
O (-1.0689, 1.6222, 1.3345)
O (-0.9810, 2.0194, -1.0127)
S (-0.7708, 1.0746, 0.0442)
H (-1.7781, -1.0792, 0.2776)
H (-1.6162, -0.3149, -1.2268)

HOMO-LUMO gap ... 8.5 eV
Total charge ... -1
Lowest unoccupied orbital energy ... 3.8 eV
2S+1 ... 1

Mulliken atomic charge list, values in e, 6 entries: 0.302, -0.530, -0.199, -0.157, -0.159, -0.611

=====

Entry 6:
Density functional theory data (ωB97M-V with the def2-TZVPD basis set) for a gas-phase ion, CH2N5S (charge -1).

Positions of all 9 atoms, in Å:
S (-2.5729, 0.3919, -0.0868)
N (-1.5317, -0.8601, 0.3568)
C (0.1764, -0.3833, 0.0154)
N (1.3061, -1.0490, -0.0502)
N (2.2597, -0.1163, -0.0776)
N (1.7801, 1.0648, -0.0203)
N (0.4431, 0.9293, 0.0403)
H (-1.6300, -1.6533, -0.2803)
H (-0.2308, 1.6760, 0.1026)

SMILES ... [S-]Nc1nnn[nH]1
HOMO-LUMO gap ... 6.8 eV
Total charge ... -1
Lowest unoccupied orbital energy ... 4.0 eV
2S+1 ... 1

Mulliken atomic charge list, values in e, 6 entries: -0.645, -0.316, 0.387, -0.354, -0.273, -0.465

=====

Entry 7:
Density functional theory data (ωB97M-V with the def2-TZVPD basis set) for 2 unconnected molecules or ions with the total composition CH2NO2P.

Positions of all 7 atoms, in Å:
N (-0.6767, 1.5634, -0.0064)
C (-1.5981, 0.7974, -0.0057)
O (-2.5315, 0.1476, -0.1754)
H (0.1326, 1.7061, 0.5670)
O (1.4299, -0.9737, 0.9497)
P (1.7177, -0.9156, -0.4510)
H (1.5260, -2.3252, -0.8782)

SMILES ... N=C=O.O=P
HOMO-LUMO gap ... 8.8 eV
Total charge ... 0
Lowest unoccupied orbital energy ... -1.1 eV
2S+1 ... 1

Mulliken atomic charge list, values in e, 6 entries: -0.448, 0.525, -0.387, 0.319, -0.357, 0.311

=====

Entry 8:
Density functional theory data (ωB97M-V with the def2-TZVPD basis set) for 2 unconnected molecules or ions with the total composition CH2NO2S.

Positions of all 7 atoms, in Å:
C (1.1506, -0.5008, 0.3317)
N (-1.4010, 0.5782, -0.1577)
O (0.5355, -1.5247, 0.3107)
O (-0.2623, 1.0951, 0.4350)
S (2.5573, 0.2160, 0.2523)
H (-1.5377, -0.3757, 0.0781)
H (-1.0425, 0.5119, -1.2501)

HOMO-LUMO gap (spin up / spin down) ... 6.4 / 6.4 eV
Total charge ... -1
Lowest unoccupied orbital energy (spin up / spin down) ... 3.6 / 3.6 eV
2S+1 ... 1

Mulliken atomic charge list, values in e, 6 entries: 0.531, -0.489, -0.505, -0.506, -0.447, 0.231

=====

Entry 9:
Density functional theory data (ωB97M-V with the def2-TZVPD basis set) for 2 unconnected molecules or ions with the total composition CH2NO2S.

Positions of all 7 atoms, in Å:
C (0.7673, 0.1977, -0.0474)
N (1.4895, -0.0029, 0.9917)
O (-1.9656, -1.4564, -0.0351)
O (-2.2907, 0.9046, -0.7651)
S (-1.7182, 0.0062, 0.3080)
H (1.1973, 0.3190, -1.1837)
H (2.5204, 0.0318, 0.7317)

HOMO-LUMO gap (spin up / spin down) ... 7.1 / 7.1 eV
Total charge ... -1
Lowest unoccupied orbital energy (spin up / spin down) ... 4.2 / 4.2 eV
2S+1 ... 1

Mulliken atomic charge list, values in e, 6 entries: -0.172, -0.554, -0.556, -0.559, 0.494, 0.155

=====

Entry 10:
Density functional theory data (ωB97M-V with the def2-TZVPD basis set) for 2 unconnected molecules or ions with the total composition CH2NO3P.

Positions of all 8 atoms, in Å:
C (-1.3358, 0.4047, 0.0100)
N (-2.3393, 0.8977, 0.6243)
O (3.0683, -0.2061, -1.4339)
O (2.8593, -1.4406, 0.7009)
O (-0.1676, 0.6970, 0.0338)
P (2.6220, -0.1360, 0.0022)
H (-1.4424, -0.5419, -0.6597)
H (-3.2644, 0.3252, 0.7223)

HOMO-LUMO gap ... 7.6 eV
Total charge ... -2
Lowest unoccupied orbital energy ... 7.5 eV
2S+1 ... 1

Mulliken atomic charge list, values in e, 6 entries: -0.152, -0.744, -0.492, -0.476, -0.458, -0.074

=====

Entry 11:
Density functional theory data (ωB97M-V with the def2-TZVPD basis set) for a gas-phase ion, CH2NO3P (charge -2).

Positions of all 8 atoms, in Å:
C (0.8687, -0.2504, 0.2597)
N (-0.1678, -1.1815, -0.3064)
O (2.4119, 0.7216, -1.2074)
O (3.2643, 0.6990, 1.2099)
O (3.4422, -1.4073, -0.1310)
P (2.7428, -0.0829, 0.0153)
H (0.7587, 0.8067, 0.1631)
H (-0.9761, -0.6402, -0.3490)

HOMO-LUMO gap (spin up / spin down) ... 5.3 / 5.9 eV
Total charge ... -2
Lowest unoccupied orbital energy (spin up / spin down) ... 7.8 / 6.4 eV
2S+1 ... 3

Mulliken atomic charge list, values in e, 6 entries: -0.444, -0.578, -0.665, -0.814, -0.772, 0.945

=====

Entry 12:
Density functional theory data (ωB97M-V with the def2-TZVPD basis set) for 2 unconnected molecules or ions with the total composition CH2NO3PS.

Positions of all 9 atoms, in Å:
C (0.1085, -2.2114, 1.4792)
N (0.7239, -2.4152, 2.4285)
O (-1.6932, -3.3535, -0.0901)
O (0.3314, -2.2015, -1.1847)
O (-1.5515, -0.8317, -0.0671)
P (-0.7385, -2.2071, -0.1449)
S (-0.0669, 1.7443, -0.2561)
H (-0.9851, 0.0033, -0.1812)
H (0.9933, 0.9555, -0.1559)

HOMO-LUMO gap ... 6.8 eV
Total charge ... -2
Lowest unoccupied orbital energy ... 6.4 eV
2S+1 ... 1

Mulliken atomic charge list, values in e, 6 entries: 0.315, -0.562, -0.750, -0.708, -0.369, 0.796

=====

Entry 13:
Density functional theory data (ωB97M-V with the def2-TZVPD basis set) for a molecular structure, CH2NO3S.

Positions of all 8 atoms, in Å:
C (-0.0700, -0.4637, -0.0999)
N (-1.2319, 0.0160, 0.1309)
O (-2.3336, -0.9671, 0.0034)
O (-1.7479, 1.1542, 0.4068)
O (3.5615, 0.3503, 0.1528)
S (1.5310, -0.6071, -0.0058)
H (3.2685, 0.8593, -0.5901)
H (-2.9775, -0.3419, 0.0019)

HOMO-LUMO gap ... 7.5 eV
Total charge ... -1
Lowest unoccupied orbital energy ... 3.4 eV
2S+1 ... 1

Mulliken atomic charge list, values in e, 6 entries: 0.135, 0.454, -0.416, -0.780, -0.846, -0.058

=====

Entry 14:
Density functional theory data (ωB97M-V with the def2-TZVPD basis set) for a gas-phase ion, CH2NO4S (charge -1).

Positions of all 9 atoms, in Å:
C (-0.3390, 0.7603, 0.3350)
N (-1.1661, 0.3096, -0.5876)
O (2.2772, 0.1102, 0.8102)
O (-0.5411, 1.4841, 1.2823)
O (1.1689, -0.9793, -1.1852)
O (0.4060, -1.4994, 1.0850)
S (1.0810, -0.5234, 0.3143)
H (-2.1896, 0.3053, -0.6293)
H (-0.6972, 0.0327, -1.4246)

HOMO-LUMO gap (spin up / spin down) ... 4.9 / 7.1 eV
Total charge ... -1
Lowest unoccupied orbital energy (spin up / spin down) ... 4.2 / 1.5 eV
2S+1 ... 3

Mulliken atomic charge list, values in e, 6 entries: 0.114, -0.312, -0.577, -0.411, -0.681, -0.580

=====

Entry 15:
Density functional theory data (ωB97M-V with the def2-TZVPD basis set) for a molecular structure, CH2Na10O4.

Positions of all 17 atoms, in Å:
Na (0.8766, 2.4973, -2.3318)
Na (-2.9389, 0.2882, 1.3386)
Na (1.6655, -3.5743, -0.6604)
Na (2.9463, 1.4937, 0.2996)
Na (-0.6713, -0.1213, 3.7431)
Na (-1.1770, -2.4255, -1.8655)
Na (-0.2313, 2.4528, 1.4737)
Na (-1.0280, -2.7053, 1.4330)
Na (2.1587, -0.5695, -2.4133)
Na (2.4609, -1.5475, 1.4973)
C (0.3031, -0.3048, 0.2113)
O (-0.3305, -0.2192, 1.3053)
O (0.6029, 0.7083, -0.4274)
O (0.6698, -1.4300, -0.1652)
O (-1.7194, 2.1663, -1.3182)
H (-1.0587, 1.6317, -0.8770)
H (-2.5288, 1.6590, -1.2433)

HOMO-LUMO gap ... 8.3 eV
Total charge ... +8
Lowest unoccupied orbital energy ... -28.4 eV
2S+1 ... 1

Mulliken atomic charge list, values in e, 6 entries: 0.976, 0.999, 1.040, 1.019, 1.021, 0.994

=====

Entry 16:
Density functional theory data (ωB97M-V with the def2-TZVPD basis set) for 2 unconnected molecules or ions with the total composition CH2O2S.

Positions of all 6 atoms, in Å:
C (0.3609, -0.5345, 0.1358)
O (2.9777, -0.1757, 0.6159)
O (0.6014, -1.0084, 1.4106)
S (1.9705, -1.1816, 0.4472)
H (-0.4827, -0.9566, -0.3849)
H (0.0275, 1.2672, 0.3259)

HOMO-LUMO gap ... 9.9 eV
Total charge ... 0
Lowest unoccupied orbital energy ... -0.5 eV
2S+1 ... 1

Listed below, in e, are the Mulliken charges computed for each atom: -0.259, -0.452, -0.235, 0.481, 0.293, 0.171

=====

Entry 17:
Density functional theory data (ωB97M-V with the def2-TZVPD basis set) for CH2O2S in the gas phase.

Positions of all 6 atoms, in Å:
C (0.8203, -0.6199, 0.6107)
O (-1.5948, -0.4422, -1.4632)
O (-1.0706, 1.3484, 0.1573)
S (-0.6188, 0.3072, -0.7142)
H (0.9027, -0.0147, 1.4972)
H (1.5612, -0.5789, -0.0878)

HOMO-LUMO gap (spin up / spin down) ... 9.9 / 9.1 eV
Total charge ... 0
Lowest unoccupied orbital energy (spin up / spin down) ... 0.6 / -2.5 eV
2S+1 ... 3

Listed below, in e, are the Mulliken charges computed for each atom: -0.533, -0.432, -0.428, 0.732, 0.338, 0.323

=====

Entry 18:
Density functional theory data (ωB97M-V with the def2-TZVPD basis set) for a gas-phase ion, CH2O3P2 (charge -2).

Positions of all 8 atoms, in Å:
C (-0.4036, 0.7839, -0.3697)
P (0.9733, 1.7322, -0.0667)
P (2.6239, 0.5847, -1.0931)
O (3.6978, 0.0289, -0.2142)
O (2.0835, -0.4051, -2.0921)
O (2.9238, 2.0296, -1.8604)
H (-1.3920, 1.0618, -0.3770)
H (-0.1747, -0.3508, -0.4575)

SMILES ... C=PP(=O)([O-])[O-]
HOMO-LUMO gap ... 6.8 eV
Total charge ... -2
Lowest unoccupied orbital energy ... 7.4 eV
2S+1 ... 1

Mulliken atomic charge list, values in e, 6 entries: -0.603, -0.256, 0.654, -0.725, -0.729, -0.826

=====

Entry 19:
Density functional theory data (ωB97M-V with the def2-TZVPD basis set) for a gas-phase ion, CH2O3PS (charge -1).

Positions of all 8 atoms, in Å:
O (-1.8976, 0.5681, 0.8218)
C (-0.9637, 0.5996, 0.0844)
O (0.0215, 1.5665, 0.0520)
P (-0.3255, -0.9277, -0.9755)
O (0.8251, -0.1634, -1.5625)
S (0.5549, -1.9561, 0.9280)
H (0.7361, 1.1132, -0.7443)
H (1.0492, -0.8002, 1.3961)

SMILES ... O=C(O)P([O-])S
HOMO-LUMO gap ... 7.9 eV
Total charge ... -1
Lowest unoccupied orbital energy ... 3.7 eV
2S+1 ... 1

Mulliken atomic charge list, values in e, 6 entries: -0.538, 0.379, -0.553, 0.177, -0.636, -0.428

=====

Entry 20:
Density functional theory data (ωB97M-V with the def2-TZVPD basis set) for CH2O3S in the gas phase.

Positions of all 7 atoms, in Å:
C (-0.3244, 0.0271, -0.1952)
O (2.2512, 0.5754, 0.1717)
O (0.1777, -0.7700, -1.1666)
O (-1.3989, -0.4845, 0.4505)
S (1.2621, -0.6314, 0.0980)
H (-0.2889, 1.1208, -0.4209)
H (-1.6788, 0.1626, 1.0625)

HOMO-LUMO gap ... 10.1 eV
Total charge ... 0
Lowest unoccupied orbital energy ... 0.2 eV
2S+1 ... 1

Mulliken atomic charge list, values in e, 6 entries: 0.246, -0.540, -0.328, -0.452, 0.435, 0.309